Entry 1:
This record from the OMol25 dataset describes 7 unconnected molecules or ions with the total composition C29H46B3Cl2O16PS. The level of theory is ωB97M-V/def2-TZVPD.

Last column: Mulliken charge in e.
CARTESIAN COORDINATES (ANGSTROEM)
C (-1.72303, -3.13503, 0.37438)  -1.19
C (-3.01485, -3.49849, -0.31056)  0.15
Cl (-4.28690, -3.90378, 0.78321)  0.03
C (-3.19814, -3.52923, -1.63230)  0.38
Cl (-4.71058, -3.96494, -2.34886)  -0.20
B (-2.07043, -3.20848, -2.65132)  -0.04
O (-1.15168, -2.20091, -2.43923)  -0.03
B (0.16127, -2.36858, -2.88656)  0.10
C (1.35809, -1.57996, -2.29854)  -0.20
C (2.56343, -2.48598, -1.94172)  -0.20
O (3.07565, -2.24596, -0.63645)  -0.56
O (0.36550, -3.32565, -3.89899)  -0.37
B (-0.57753, -4.32251, -3.95333)  0.50
P (-0.06236, -6.21293, -4.04887)  -0.01
S (-1.52710, -7.46624, -4.35021)  -0.40
O (-1.89660, -4.00000, -3.78923)  -0.24
H (-1.65339, -2.05705, 0.53607)  0.22
H (-1.68162, -3.59867, 1.36021)  0.52
H (-0.85967, -3.47706, -0.19619)  0.30
H (1.68824, -0.88336, -3.07729)  0.00
H (1.07028, -0.98252, -1.43186)  0.26
H (2.30794, -3.55120, -2.03604)  0.23
H (3.39385, -2.30412, -2.62565)  0.31
H (2.33585, -2.10223, -0.03278)  0.32
H (1.00023, -6.25389, -4.96678)  0.08
H (0.60810, -6.39686, -2.82516)  0.07
O (1.19590, 1.79210, -2.10842)  -0.61
C (2.38213, 1.96065, -2.11390)  0.36
O (3.23038, 1.04969, -2.64063)  -0.28
C (4.60317, 1.44838, -2.43040)  -0.47
C (4.54835, 2.95332, -2.21582)  -0.01
C (3.17917, 3.12530, -1.55817)  -0.43
H (4.98017, 0.91607, -1.55544)  0.24
H (5.18182, 1.15046, -3.29960)  0.32
H (5.38449, 3.32377, -1.63421)  0.11
H (4.55852, 3.46815, -3.17692)  0.14
H (3.22123, 3.00672, -0.47284)  0.25
H (2.68300, 4.06357, -1.79198)  0.36
O (-0.78624, -0.57399, 4.67522)  -0.61
C (-1.87349, -0.58518, 4.18013)  0.43
O (-2.06173, -0.93935, 2.88128)  -0.30
C (-3.44023, -0.76818, 2.50950)  0.60
C (-4.21674, -0.81611, 3.81854)  0.04
C (-3.21018, -0.22231, 4.80129)  -0.54
H (-3.53410, 0.19094, 1.99190)  0.23
H (-3.71685, -1.57852, 1.83756)  -0.71
H (-5.16563, -0.28560, 3.76193)  0.50
H (-4.41420, -1.85536, 4.07826)  -0.21
H (-3.26602, 0.86720, 4.85626)  0.28
H (-3.27506, -0.63242, 5.80527)  0.30
O (-4.76637, -3.84538, 4.88172)  -0.57
C (-5.81589, -4.41039, 4.75191)  0.45
O (-6.26669, -5.31903, 5.64128)  -0.43
C (-7.50303, -5.89658, 5.17495)  -0.45
C (-8.07636, -4.87819, 4.19339)  -0.57
C (-6.80681, -4.25552, 3.61991)  0.41
H (-7.27068, -6.85005, 4.69573)  0.24
H (-8.13309, -6.08146, 6.04115)  0.35
H (-8.73458, -5.32407, 3.45165)  0.37
H (-8.64251, -4.11699, 4.73025)  0.28
H (-6.42286, -4.80883, 2.75910)  0.14
H (-6.92103, -3.21053, 3.35282)  -0.29
O (7.63577, 2.94377, -2.62778)  -0.60
C (7.97521, 4.03553, -2.99215)  0.64
O (7.14953, 5.09589, -2.90588)  -0.34
C (7.76368, 6.26837, -3.47458)  -0.48
C (9.25997, 5.98475, -3.43723)  -0.41
C (9.29581, 4.46513, -3.60139)  -0.59
H (7.39681, 6.38363, -4.49782)  0.33
H (7.46869, 7.12579, -2.88017)  0.29
H (9.81169, 6.53432, -4.19678)  0.38
H (9.65280, 6.25992, -2.45910)  0.20
H (9.30279, 4.15094, -4.64699)  0.28
H (10.11883, 3.98029, -3.08354)  0.31
O (-8.85684, -2.06895, 2.43950)  -0.59
C (-8.33220, -1.57908, 1.48108)  0.51
O (-6.99654, -1.36166, 1.43815)  -0.17
C (-6.63344, -0.67915, 0.22258)  -0.17
C (-7.76843, -0.97606, -0.75096)  -0.49
C (-8.96504, -1.09680, 0.19128)  -0.56
H (-6.54629, 0.38680, 0.44549)  0.25
H (-5.66728, -1.05666, -0.10137)  0.07
H (-7.87514, -0.21410, -1.51942)  0.40
H (-7.58774, -1.93192, -1.24256)  0.21
H (-9.43950, -0.13401, 0.39044)  0.27
H (-9.72361, -1.80130, -0.13812)  0.33
O (8.22286, 7.21571, -0.55811)  -0.59
C (7.41222, 6.83618, 0.23893)  0.57
O (6.17466, 6.45093, -0.13532)  -0.34
C (5.37289, 6.13286, 1.01624)  -0.21
C (6.37508, 5.81599, 2.12206)  -0.53
C (7.54738, 6.72081, 1.74485)  -0.54
H (4.75650, 7.00276, 1.25212)  0.27
H (4.72411, 5.30085, 0.75457)  0.13
H (5.97425, 5.98877, 3.11794)  0.35
H (6.68006, 4.77123, 2.05485)  0.28
H (7.45507, 7.72310, 2.16727)  0.27
H (8.52289, 6.31871, 2.00329)  0.32

Summary:
- E_tot: -4071.30957 hartree
- SMILES: C/C(Cl)=C(/Cl)B1OB(CCO)OB([PH2]=S)O1.O=C1CCCO1.O=C1CCCO1.O=C1CCCO1.O=C1CCCO1.O=C1CCCO1.O=C1CCCO1
- LUMO energy: 0.0106 Eh

***

Entry 2:
This record from the OMol25 dataset describes a single C4H7NO2 molecule. The level of theory is ωB97M-V/def2-TZVPD.

Last column: Mulliken charge in e.
CARTESIAN COORDINATES (ANGSTROEM)
C (-0.97151, -0.67379, -1.07517)  -1.29
C (0.05946, 1.11901, 1.03431)  0.74
N (-0.49641, 2.02473, 1.70456)  -0.73
O (0.42846, -0.07313, 1.56297)  -0.38
C (1.00903, -0.86417, 0.52642)  -0.44
C (0.43568, -0.21229, -0.73004)  0.31
O (0.35841, 1.15316, -0.29471)  -0.44
H (-1.55135, -0.80286, -0.15413)  0.28
H (-1.45798, 0.09827, -1.67745)  0.34
H (-0.98114, -1.61479, -1.63166)  0.38
H (-0.74913, 2.78646, 1.07930)  0.27
H (2.10153, -0.78889, 0.57469)  0.28
H (0.70127, -1.90320, 0.66668)  0.31
H (1.11368, -0.24850, -1.58578)  0.36

Summary:
- E_tot: -361.84377 hartree
- SMILES: [H]/N=C1/OC[C@@H](C)O1
- LUMO energy: 0.0298 Eh

***

Entry 3:
This record from the OMol25 dataset describes a single C9H14N4 molecule. The level of theory is ωB97M-V/def2-TZVPD.

Last column: Mulliken charge in e.
CARTESIAN COORDINATES (ANGSTROEM)
C (0.02582, -2.03556, -0.30174)  0.54
C (-0.97003, -2.94181, 0.05312)  -0.64
C (-1.82313, -2.59445, 1.11410)  -0.32
C (-1.66059, -1.31525, 1.69609)  -0.71
C (0.02238, -0.78892, 0.29403)  0.24
C (1.48938, 1.02830, 0.81532)  -0.72
C (0.61003, 2.21928, 1.10463)  -0.58
C (-0.38487, 2.09661, -1.21921)  -0.64
C (0.56435, 0.89022, -1.42873)  -0.84
H (1.56460, -1.66750, -1.64132)  0.27
H (0.55675, -3.12984, -1.90413)  0.20
H (-1.05979, -3.87780, -0.52116)  0.27
H (-2.53968, -3.37882, 1.44579)  0.32
H (-2.24914, -1.02319, 2.50667)  0.45
H (1.64540, 0.55412, 1.79330)  0.41
H (2.51227, 1.33653, 0.43757)  0.35
H (1.22025, 2.94459, 1.62926)  0.39
H (-0.27976, 1.93374, 1.61119)  0.34
H (-0.44411, 3.73550, 0.01678)  0.25
H (-0.52623, 2.60896, -2.14379)  0.46
H (-1.35242, 1.62880, -0.96501)  0.27
H (0.15320, 0.12666, -2.08005)  0.48
H (1.48994, 1.32109, -1.90550)  0.30
N (0.92581, -2.34051, -1.30856)  -0.46
N (-0.69982, -0.45761, 1.32876)  -0.25
N (0.94380, 0.16811, -0.21424)  0.13
N (0.26558, 2.95875, -0.21320)  -0.52

Summary:
- E_tot: -570.33710 hartree
- SMILES: Nc1cccnc1N1CCNCC1
- LUMO energy: 0.0353 Eh

***

Calculated ΔE to the lowest compared entry with this formula, charge and spin in order - 0.0, 23.3, 16.6 kcal/mol